(1)
This record from the OMol25 dataset describes a 16-piece molecular cluster, C22H60N16O26 overall in a non-equilibrium geometry. The level of theory is the ωB97M-V functional and the def2-TZVPD basis.

Geometry as XYZ:
```
124
Properties=species:S:1:pos:R:3
C 5.017 2.572 -0.382
N 4.570 1.143 -0.177
O 3.333 1.042 -0.090
O 5.343 0.243 -0.115
H 6.114 2.636 -0.263
H 4.437 3.201 0.244
H 4.750 2.860 -1.376
C -0.283 0.230 4.750
N 0.690 1.314 5.123
O 1.056 1.430 6.253
O 1.057 2.064 4.225
H -0.674 0.459 3.792
H -1.000 0.150 5.582
H 0.218 -0.744 4.567
C -4.435 1.904 -3.483
N -4.247 0.501 -3.075
O -3.593 0.177 -2.116
O -4.961 -0.288 -3.676
H -4.481 2.570 -2.619
H -5.234 2.013 -4.167
H -3.468 2.092 -3.981
C -3.672 -3.241 -1.977
N -3.831 -2.492 -0.755
O -2.813 -2.069 -0.277
O -4.905 -2.365 -0.191
H -4.609 -3.816 -2.197
H -2.756 -3.810 -1.862
H -3.543 -2.457 -2.744
C -3.835 -3.015 2.824
N -4.764 -3.366 3.979
O -5.412 -4.417 3.838
O -4.851 -2.578 4.903
H -2.848 -3.047 3.200
H -3.834 -1.970 2.535
H -4.022 -3.606 1.998
C -3.205 -7.074 3.819
N -2.223 -7.025 2.634
O -2.586 -6.369 1.677
O -1.251 -7.736 2.632
H -4.148 -6.660 3.534
H -2.800 -6.633 4.700
H -3.260 -8.146 3.866
C -3.055 5.929 -0.209
N -4.186 5.019 0.237
O -4.669 4.281 -0.636
O -4.630 5.078 1.390
H -2.743 5.605 -1.175
H -2.239 5.897 0.507
H -3.483 6.986 -0.324
C -4.601 1.273 1.277
N -3.125 1.198 1.569
O -2.723 0.360 2.340
O -2.435 1.979 1.004
H -4.722 1.767 0.301
H -5.066 1.908 1.994
H -5.036 0.272 1.232
C -1.712 -2.491 6.418
N -1.821 -3.967 6.376
O -2.424 -4.426 5.445
O -1.393 -4.608 7.293
H -0.968 -2.178 5.670
H -1.380 -2.260 7.409
H -2.672 -2.039 6.280
C -0.083 -0.658 0.553
N 0.416 -1.702 -0.381
O 0.955 -2.688 0.050
O 0.330 -1.452 -1.565
H -0.927 -0.100 0.099
H 0.736 0.039 0.679
H -0.347 -1.096 1.549
O 5.865 2.558 -3.774
C 6.096 3.787 -3.638
N 5.299 4.669 -3.001
C 7.330 4.382 -4.363
H 5.571 5.625 -2.811
H 4.331 4.385 -2.669
H 8.102 3.578 -4.463
H 7.712 5.241 -3.745
H 7.066 4.637 -5.387
O 0.230 -2.744 3.331
C 0.597 -3.936 3.323
N -0.078 -4.904 2.620
C 1.811 -4.443 3.946
H 0.461 -5.673 2.353
H -0.916 -4.744 2.112
H 1.595 -4.939 4.866
H 2.530 -3.669 4.167
H 2.342 -5.148 3.237
O 4.016 -1.505 -4.871
C 4.442 -1.691 -3.765
N 5.311 -0.817 -3.226
C 4.073 -2.781 -2.816
H 5.264 -0.877 -2.208
H 5.526 -0.003 -3.745
H 4.882 -3.365 -2.348
H 3.351 -3.480 -3.327
H 3.474 -2.411 -1.974
O 2.625 4.208 -2.302
C 2.265 3.043 -2.634
N 3.052 2.204 -3.361
C 0.991 2.453 -2.181
H 3.996 2.389 -3.642
H 2.669 1.360 -3.770
H 1.164 1.672 -1.495
H 0.552 1.992 -3.125
H 0.473 3.192 -1.641
O -0.126 4.858 0.114
C 0.744 5.525 0.618
N 2.044 5.322 0.272
C 0.535 6.205 1.936
H 2.656 6.106 0.533
H 2.147 4.992 -0.679
H -0.311 5.896 2.543
H 0.545 7.275 1.740
H 1.469 6.034 2.467
O -1.261 -0.302 -5.154
C -0.278 -0.859 -5.622
N 0.845 -0.870 -4.851
C -0.114 -1.334 -7.022
H 0.746 -0.682 -3.876
H 1.686 -1.317 -5.105
H -0.691 -2.318 -7.103
H 0.899 -1.606 -7.241
H -0.645 -0.771 -7.776
```

The LUMO energy is 0.0 eV. The value obtained for the frontier orbital gap is 9.603 eV. As for the total energy: -3705.77028 Eh. For the HOMO energy, the calculation gives -0.3531 Eh.


(2)
This record from the OMol25 dataset describes C22H60N5O6Pd as an isolated structure in a non-equilibrium geometry. The level of theory is the ωB97M-V functional and the def2-TZVPD basis.

Geometry as XYZ:
```
94
Properties=species:S:1:pos:R:3
Pd 22.044 -30.359 -32.552
C 18.183 -27.689 -28.221
C 19.255 -26.992 -29.177
O 20.232 -27.878 -29.705
H 17.430 -27.045 -27.766
H 18.680 -28.364 -27.524
H 17.644 -28.469 -28.758
H 19.661 -26.148 -28.618
H 18.806 -26.428 -29.994
C 27.547 -24.908 -28.661
C 26.020 -25.024 -28.697
C 25.388 -24.684 -30.093
O 25.693 -23.362 -30.637
C 25.066 -22.354 -29.806
N 25.565 -26.374 -28.381
H 27.915 -25.035 -27.643
H 27.775 -23.932 -29.091
H 27.984 -25.731 -29.226
H 25.499 -24.340 -28.027
H 24.317 -24.880 -30.139
H 25.819 -25.377 -30.815
H 24.057 -22.750 -29.691
H 24.946 -21.393 -30.307
H 25.582 -22.177 -28.862
H 24.569 -26.387 -28.550
H 25.841 -27.069 -29.059
C 5.911 -25.983 -29.495
C 7.282 -26.275 -30.290
C 8.564 -26.483 -29.386
O 9.757 -26.783 -30.248
C 10.923 -27.164 -29.440
N 6.934 -27.430 -31.203
H 5.648 -26.704 -28.720
H 5.023 -25.851 -30.113
H 5.923 -25.032 -28.962
H 7.488 -25.380 -30.877
H 8.292 -27.355 -28.792
H 8.707 -25.664 -28.682
H 11.809 -27.107 -30.072
H 10.921 -28.076 -28.842
H 11.099 -26.436 -28.648
H 6.452 -27.220 -32.065
H 7.731 -27.880 -31.629
C 19.759 -27.361 -37.720
C 19.142 -27.335 -36.345
C 17.746 -27.987 -36.222
O 17.054 -27.994 -34.971
C 15.750 -28.410 -35.031
N 20.139 -27.674 -35.348
H 19.926 -28.384 -38.057
H 20.717 -26.864 -37.874
H 19.044 -26.923 -38.416
H 18.856 -26.318 -36.074
H 17.881 -28.905 -36.794
H 17.115 -27.406 -36.894
H 15.709 -28.871 -34.044
H 15.359 -28.976 -35.877
H 15.223 -27.459 -34.953
H 20.959 -27.088 -35.413
H 19.660 -27.474 -34.481
C 17.569 -33.362 -30.807
C 18.935 -32.820 -30.794
C 20.029 -33.833 -30.528
O 21.161 -32.986 -30.394
C 22.170 -33.496 -29.612
N 19.046 -32.084 -32.057
H 17.397 -34.091 -31.598
H 16.739 -32.697 -31.044
H 17.277 -33.842 -29.873
H 18.839 -32.076 -30.003
H 20.123 -34.538 -31.354
H 19.786 -34.378 -29.616
H 22.750 -34.324 -30.018
H 21.893 -33.682 -28.574
H 22.824 -32.635 -29.476
H 18.970 -32.779 -32.786
H 18.187 -31.600 -32.276
C 20.891 -21.303 -24.361
C 21.249 -22.398 -23.400
C 21.100 -22.175 -21.831
O 22.029 -21.225 -21.356
C 21.887 -21.069 -19.900
N 20.581 -23.557 -23.814
H 21.746 -20.630 -24.306
H 20.015 -20.778 -23.980
H 20.759 -21.702 -25.366
H 22.255 -22.664 -23.723
H 21.043 -23.063 -21.202
H 20.073 -21.811 -21.816
H 20.847 -20.744 -19.872
H 22.544 -20.226 -19.687
H 22.123 -21.873 -19.202
H 20.669 -23.538 -24.820
H 21.046 -24.441 -23.662
```

The LUMO energy (spin up / spin down) is -5.7 / -6.9 eV. The value obtained for the frontier orbital gap (spin up / spin down) is 4.522 / 3.326 eV. As for the total energy: -1726.61429 Eh. For the HOMO energy (spin up / spin down), the calculation gives -0.3748 / -0.3748 Eh. Its expectation value of S² is 2.01. Its net charge is +1. For the energy above the lowest of the compared OMol25 structures with the same formula, charge and spin, the calculation gives 6.943 eV. As for the spin multiplicity: 3.


(3)
This record from the OMol25 dataset describes C22H61AlIO10 as an isolated structure in a non-equilibrium geometry. The level of theory is the ωB97M-V functional and the def2-TZVPD basis.

Geometry as XYZ:
```
95
Properties=species:S:1:pos:R:3
O 0.172 1.090 -0.973
C -0.093 0.322 -0.048
O -0.045 0.768 1.242
C -0.502 -1.104 -0.188
C 0.512 -2.085 0.426
Al 2.487 -1.857 -0.030
C 2.953 -1.824 -2.008
C 2.168 -0.846 -2.893
C 2.147 -1.210 -4.374
I 4.098 -1.324 -5.264
H 0.213 1.691 1.184
H -0.676 -1.311 -1.236
H -1.478 -1.203 0.304
H 0.460 -1.979 1.508
H 0.229 -3.108 0.192
H 3.255 -3.150 0.606
H 3.104 -0.544 0.721
H 3.999 -1.521 -2.056
H 2.919 -2.818 -2.459
H 1.124 -0.776 -2.603
H 2.611 0.143 -2.812
H 1.612 -0.485 -4.974
H 1.706 -2.192 -4.495
C 6.599 1.228 -7.873
C 8.004 0.930 -7.383
O 7.986 0.379 -6.072
H 6.100 1.921 -7.196
H 6.613 1.662 -8.876
H 6.008 0.311 -7.900
H 8.599 1.842 -7.328
H 8.509 0.238 -8.069
H 7.471 -0.431 -6.112
C -2.085 -1.940 3.489
C -3.039 -0.764 3.525
O -2.350 0.493 3.493
H -1.386 -1.892 4.326
H -2.627 -2.885 3.539
H -1.495 -1.926 2.573
H -3.610 -0.776 4.455
H -3.744 -0.810 2.692
H -1.842 0.535 2.675
C 2.914 1.944 3.674
C 2.884 0.430 3.788
O 1.564 -0.058 4.015
H 2.511 2.405 4.578
H 3.931 2.307 3.516
H 2.300 2.273 2.832
H 3.485 0.102 4.637
H 3.290 -0.026 2.881
H 1.029 0.177 3.249
C -5.345 3.538 2.443
C -6.151 2.301 2.793
O -5.322 1.145 2.800
H -4.869 3.413 1.474
H -5.974 4.429 2.406
H -4.554 3.704 3.178
H -6.923 2.123 2.045
H -6.644 2.417 3.767
H -4.634 1.277 3.462
C -1.460 5.137 0.046
C -2.875 4.769 -0.359
O -3.854 5.557 0.320
H -1.333 5.020 1.123
H -0.731 4.507 -0.465
H -1.246 6.180 -0.201
H -3.085 3.734 -0.096
H -3.003 4.874 -1.441
H -3.703 6.477 0.093
C 3.429 -0.351 -11.313
C 4.823 -0.659 -10.796
O 4.797 -1.187 -9.476
H 2.928 0.353 -10.649
H 3.468 0.079 -12.316
H 2.823 -1.258 -11.352
H 5.418 0.251 -10.744
H 5.334 -1.359 -11.467
H 4.287 -2.001 -9.485
C -3.097 0.715 7.192
C -1.810 0.252 7.846
O -2.017 -0.160 9.200
H -3.537 1.540 7.755
H -2.917 1.042 6.166
H -3.832 -0.095 7.170
H -1.086 1.064 7.883
H -1.365 -0.569 7.276
H -2.641 -0.890 9.187
C -5.745 -5.476 4.473
C -4.490 -5.641 3.635
O -3.361 -5.013 4.234
H -5.960 -4.418 4.628
H -6.606 -5.940 3.988
H -5.617 -5.936 5.456
H -4.617 -5.168 2.663
H -4.278 -6.703 3.469
H -3.212 -5.422 5.090
```

The LUMO energy is 2.2 eV. The value obtained for the frontier orbital gap is 7.343 eV. As for the total energy: -2167.32013 Eh. For the HOMO energy, the calculation gives -0.1894 Eh. Its net charge is -1.


(4)
This record from the OMol25 dataset describes a 7-piece molecular cluster, C22H61N6O9 overall in a non-equilibrium geometry. The level of theory is the ωB97M-V functional and the def2-TZVPD basis.

Geometry as XYZ:
```
98
Properties=species:S:1:pos:R:3
N -0.891 0.503 -0.179
O -0.027 -0.382 -0.051
O -0.918 1.256 -1.191
O -1.765 0.619 0.741
C -5.782 0.125 -2.835
C -4.315 0.361 -2.611
C -3.536 0.628 -3.883
O -3.721 -0.496 -4.741
C -3.047 -0.391 -5.945
N -4.051 1.517 -1.730
H -6.191 0.918 -3.474
H -6.368 0.092 -1.918
H -5.915 -0.780 -3.431
H -3.880 -0.544 -2.164
H -2.483 0.781 -3.625
H -3.905 1.534 -4.376
H -1.956 -0.511 -5.866
H -3.163 0.582 -6.446
H -3.337 -1.131 -6.694
H -4.577 1.481 -0.865
H -3.082 1.389 -1.446
C -1.856 -2.684 4.039
C -0.648 -2.984 3.157
C -0.163 -4.422 3.369
O 0.914 -4.644 2.472
C 1.421 -5.957 2.657
N -0.943 -2.788 1.732
H -2.696 -3.369 3.898
H -2.213 -1.662 3.911
H -1.566 -2.790 5.095
H 0.209 -2.385 3.474
H -0.980 -5.100 3.071
H 0.126 -4.663 4.399
H 0.659 -6.685 2.370
H 1.756 -6.062 3.695
H 2.297 -6.057 2.018
H -1.413 -1.881 1.672
H -1.736 -3.408 1.538
C 4.621 0.783 1.125
C 3.923 -0.581 1.146
C 2.769 -0.649 2.126
O 2.360 -1.977 2.379
C 2.976 -2.475 3.544
N 3.425 -0.911 -0.208
H 5.163 0.995 2.056
H 3.850 1.557 1.053
H 5.329 0.870 0.303
H 4.696 -1.309 1.427
H 1.896 -0.126 1.723
H 3.024 -0.118 3.055
H 2.688 -3.498 3.760
H 2.723 -1.847 4.409
H 4.064 -2.402 3.423
H 3.049 -0.011 -0.545
H 4.212 -0.965 -0.858
C -3.280 -3.631 -3.184
C -1.827 -3.389 -2.728
C -1.153 -2.204 -3.407
O 0.200 -2.229 -3.000
C 0.881 -1.121 -3.556
N -1.811 -3.253 -1.246
H -3.886 -2.786 -2.849
H -3.766 -4.523 -2.783
H -3.369 -3.740 -4.274
H -1.271 -4.307 -2.942
H -1.608 -1.291 -3.010
H -1.297 -2.303 -4.487
H 0.901 -1.218 -4.649
H 1.875 -1.107 -3.105
H 0.437 -0.167 -3.245
H -2.262 -4.096 -0.912
H -2.369 -2.440 -1.000
C 0.575 6.518 4.185
C 1.832 6.020 3.506
C 1.579 5.009 2.415
O 1.007 3.852 2.957
C 0.532 2.956 1.976
N 2.580 7.200 3.060
H 0.762 7.329 4.893
H 0.001 5.803 4.777
H -0.128 6.932 3.450
H 2.414 5.567 4.318
H 2.491 4.868 1.809
H 0.898 5.379 1.626
H -0.223 3.442 1.340
H 0.054 2.130 2.494
H 1.289 2.625 1.255
H 3.388 6.931 2.501
H 1.999 7.705 2.389
C 3.123 3.592 -2.058
C 1.937 2.655 -2.293
O 1.981 1.658 -1.295
H 3.251 3.832 -0.997
H 2.981 4.574 -2.519
H 4.072 3.155 -2.368
H 2.132 2.194 -3.272
H 0.993 3.195 -2.370
H 1.067 1.334 -1.157
```

The LUMO energy is 2.7 eV. The value obtained for the frontier orbital gap is 8.360 eV. As for the total energy: -1880.34158 Eh. For the HOMO energy, the calculation gives -0.2072 Eh. Its net charge is -1. For the energy above the lowest of the compared OMol25 structures with the same formula, charge and spin, the calculation gives 0.000 eV.